[1]
The following is a DFT calculation (ωB97M-V/def2-TZVPD) of a 7-piece molecular cluster, C22H60N5O11 overall in a non-equilibrium geometry.

The geometry in XYZ format:
```
98
Properties=species:S:1:pos:R:3:forces:R:3:mulliken_charge:R:1
O -0.07985 0.86918 1.04734 -2.06 0.35 0.66 -0.697
O -0.09888 -4.04791 2.51217 -0.50 1.32 -0.41 -0.445
O 1.49328 4.95658 1.69559 0.09 -1.53 0.17 -0.682
O 1.41834 -0.29087 0.05826 2.13 -1.69 -1.65 -0.651
O -4.66336 1.63383 4.64442 -1.17 -0.86 0.61 -0.371
O 4.77274 -3.62538 -0.57322 0.80 1.28 0.21 -0.408
O 1.78086 3.03404 2.75161 2.55 -3.05 0.67 -0.468
O -0.19832 3.85653 2.62282 -2.32 -1.16 0.11 -0.834
O -1.19601 2.38056 -5.84573 -1.19 -0.86 1.02 -0.532
O 1.91276 0.73830 -4.43206 0.65 -1.05 0.57 -0.453
O 1.34329 1.94239 -0.20236 0.23 0.01 -1.12 -0.451
N -2.45357 2.12923 2.79724 -0.53 -0.54 0.76 0.109
N -2.57575 1.74953 -2.98197 -0.73 -0.87 0.78 0.008
N -1.12948 -1.85664 0.87423 -0.13 -0.88 -1.16 0.001
N 3.54288 -1.18153 2.01632 1.44 -0.89 0.04 0.101
N 2.85185 -0.14708 -2.45015 1.66 0.36 -2.17 0.423
C 2.93663 2.33850 -3.09633 1.21 -0.06 0.11 -1.061
C 2.58627 0.96191 -3.47266 -2.41 0.25 -0.73 0.700
C 1.00975 -4.31005 3.35675 0.03 -0.01 0.08 -0.461
C -3.50911 1.99023 -1.76911 0.20 1.66 -2.04 -1.316
C -5.70758 1.61128 5.66914 0.48 -0.78 -0.08 -0.827
C -1.31073 0.97384 -2.45452 -1.40 0.56 -2.30 -1.267
C 4.28164 -4.77560 -1.22018 -1.02 -0.62 0.34 -0.696
C 0.88890 0.81364 0.28148 -0.58 -1.58 1.85 0.823
C 5.68005 -2.53022 2.25390 0.13 0.07 -1.38 -1.462
C 0.29128 -3.91264 1.12981 -0.96 -0.71 0.85 -0.181
C -0.83454 -3.25938 0.26312 -0.60 -0.83 1.69 0.204
C -0.71569 -3.23558 -1.25546 1.34 0.56 -0.36 -1.166
C 3.54805 -1.39973 -3.00998 0.33 0.39 1.33 -0.657
C 3.89790 -2.99867 0.33397 0.15 -0.78 0.15 -0.361
C -2.21630 3.12232 -3.61187 1.12 -0.51 0.51 -0.526
C -4.45415 2.88857 4.12536 0.94 0.73 -0.48 -0.863
C -1.08305 3.17660 -4.66363 0.46 0.13 -1.33 -0.395
C 1.01705 3.98430 2.30849 -1.20 5.14 -1.63 0.618
C -3.37374 0.86893 -3.96935 0.23 -0.69 0.84 -0.816
C 4.64012 -1.98682 1.24975 -0.49 0.08 -0.12 0.037
C -3.80101 2.80325 2.72799 -0.15 -0.92 -0.25 0.441
C -4.64253 1.97492 1.73606 -0.88 0.77 -0.17 -1.027
H -5.59907 2.48754 1.63437 -0.13 0.02 0.02 0.520
H 1.11439 2.41597 3.06048 0.11 -0.37 0.55 0.312
H -5.71853 2.41642 6.40380 0.78 0.32 -0.20 0.359
H -0.91236 0.71255 -3.43489 0.82 -0.35 0.35 0.439
H -5.37502 3.46396 4.03042 -0.06 0.16 -0.06 0.488
H -3.02909 2.76894 -1.17641 0.34 -0.84 0.79 0.553
H -2.77745 0.45755 -4.78378 0.11 1.04 -0.28 0.313
H 3.70808 2.38759 -2.32785 -0.09 0.34 -0.02 0.459
H 5.37041 -3.24568 3.01570 -0.54 0.40 0.12 0.410
H 3.29364 -1.74926 2.81361 -0.51 -0.13 0.36 0.361
H -1.80290 -3.71683 0.46593 0.26 -0.62 0.40 0.497
H -1.65941 2.72549 2.98133 1.46 1.69 -0.27 0.256
H -0.43151 -1.12719 0.84530 1.20 0.85 -0.82 -0.305
H 1.70767 -3.47291 3.37098 0.11 0.41 -0.07 0.050
H 6.26673 -1.69312 2.63230 -0.14 -0.14 0.40 0.444
H 0.16887 -2.64534 -1.49475 -0.16 0.51 -0.36 0.023
H 1.99944 -0.33068 -1.94045 -0.44 -0.21 0.91 -0.403
H -1.80511 3.64247 -2.74673 0.14 0.30 -0.06 0.385
H 0.65500 -4.44316 4.37878 -0.13 -0.13 -0.24 0.330
H -1.92389 -1.57781 0.31631 -0.36 0.72 0.25 0.389
H 3.29343 2.73845 -4.04546 0.09 0.54 0.22 0.421
H 6.37577 -3.11160 1.64886 0.13 0.04 -0.14 0.398
H -3.77006 3.37513 4.82062 0.05 0.80 -0.16 0.461
H 2.74096 -0.90586 1.46766 -0.89 0.03 -0.79 -0.202
H -1.04201 4.19077 -5.06095 -0.25 0.50 0.78 0.514
H -3.91512 1.06656 -1.35668 0.61 0.17 0.15 0.488
H 3.30390 -4.62612 -1.67821 -0.38 0.44 -0.03 0.238
H 0.43172 -4.97335 0.92181 0.46 0.22 -1.38 0.691
H -1.36194 -1.82881 1.85672 -0.49 -0.94 0.52 0.478
H 4.89965 -5.12609 -2.04682 0.55 0.29 0.52 0.299
H 3.07559 -2.54864 -0.22224 -0.16 0.69 -0.12 0.160
H 4.12652 -5.54233 -0.46113 0.23 -0.40 -0.17 0.341
H 0.61833 2.43585 0.18818 0.09 2.29 0.23 0.237
H 4.30960 -1.55260 -2.24528 -0.02 -0.67 -0.09 0.306
H 2.03943 2.87041 -2.77979 0.08 -0.03 0.07 0.157
H 1.19947 -3.31083 1.09631 0.18 -0.05 -0.41 -0.467
H -4.32930 2.58559 -2.17028 -0.42 -0.39 -0.15 0.465
H 1.58491 -5.17876 3.03637 -0.16 -0.28 -0.03 0.314
H -4.26871 1.93042 0.71314 0.50 0.27 0.13 -0.105
H -4.31597 1.35448 -4.22342 0.50 0.41 -0.43 0.403
H 5.10392 -1.23030 0.61677 0.20 -0.10 0.00 0.221
H -0.42933 2.50139 -6.41072 0.13 0.20 0.02 0.340
H -6.70923 1.63091 5.23972 0.10 -0.32 -0.36 0.333
H -0.61550 1.57743 -1.87105 -0.45 0.21 -0.03 0.428
H -4.91179 0.95111 1.99569 0.37 0.06 0.65 0.389
H -0.09469 2.99405 -4.24182 -0.07 -0.14 0.60 0.005
H 3.93160 -0.32710 2.38907 0.39 0.46 0.23 0.521
H -2.23600 1.63280 1.94500 0.26 -0.09 -0.25 0.026
H 3.53844 0.27459 -1.84115 -0.26 0.08 0.79 0.364
H -2.42028 1.48336 3.57302 -0.39 -0.64 0.29 0.442
H 4.11741 -1.19055 -3.91561 -0.72 0.02 -0.23 0.387
H 2.85900 -2.24430 -3.01350 0.15 0.27 -0.47 0.227
H -0.51210 -4.15468 -1.80492 0.09 -0.71 1.03 0.438
H -1.59469 -2.93037 -1.82319 -0.18 0.69 0.53 0.448
H -3.56882 3.80295 2.36086 -0.34 0.00 -0.06 0.268
H 3.39029 -3.73251 0.96000 0.12 -0.44 0.36 0.647
H -3.10433 3.69579 -3.87765 -0.25 -0.69 -0.31 0.531
H -5.48777 0.68284 6.19620 -0.50 0.07 0.00 0.253
H -1.65136 0.07114 -1.94738 -0.05 0.26 0.06 0.456
H -3.70106 -0.04854 -3.48026 0.13 0.10 0.70 0.405
```
Positions in Å, forces in eV/Å.

The value obtained for the strongest force on any atom is 5.520 eV/A. Its multiplicity is 1. The net charge is +3. The calculation puts the energy at -1974.59447 Eh. As for the gap between HOMO and LUMO: 5.8 eV.

[2]
The following is a DFT calculation (ωB97M-V/def2-TZVPD) of C22H61Mn2N3O14P as an isolated structure in a non-equilibrium geometry.

The geometry in XYZ format:
```
103
Properties=species:S:1:pos:R:3:forces:R:3:mulliken_charge:R:1
Mn -7.80140 -23.20119 -10.05917 -1.94 3.43 -1.33 1.207
Mn -9.32673 -18.18380 -8.03049 0.36 -4.06 -2.04 1.206
P -9.62857 -20.31033 -10.18026 2.14 -0.39 2.10 0.989
O -8.68936 -20.76339 -9.03973 3.32 -3.32 2.94 -0.638
O -10.81558 -19.87410 -9.34344 -2.64 0.77 0.59 -0.793
O -10.08812 -21.60497 -3.87208 -0.79 -0.38 1.77 -0.324
O -9.82958 -22.11129 -15.12726 -0.07 -0.01 -0.22 -0.524
O -8.90231 -18.98861 -10.45982 0.43 2.56 -1.42 -0.784
O -7.24906 -18.13044 -6.65357 -0.62 0.48 -1.26 -0.141
O -8.30890 -16.34526 -13.29500 0.44 1.44 -0.36 -0.451
O -14.04526 -21.47261 -7.67655 -0.84 -0.67 1.22 -0.430
O -9.57014 -21.55405 -11.10521 -0.21 0.03 -0.68 -0.560
O -10.35541 -24.79080 -8.97970 1.26 0.92 -1.22 -0.443
O -2.68641 -20.99683 -12.42598 0.94 -0.73 -0.10 -0.326
O -13.98920 -17.27680 -13.97729 1.49 -0.36 0.51 -0.309
O -6.59090 -24.68009 -12.26131 -1.03 -0.38 -0.30 -0.214
O -16.19278 -21.31048 -12.88908 0.45 0.41 -1.44 -0.249
N -9.23076 -19.51428 -5.20653 -0.43 2.02 0.13 0.041
N -14.07314 -19.82236 -11.97233 0.41 0.35 -1.05 -0.185
N -5.68743 -22.00940 -12.16270 0.93 -1.62 1.57 0.071
C -17.27645 -21.92151 -13.53882 -0.95 -0.39 0.93 -0.834
C -10.35953 -22.68518 -2.97382 0.49 -1.06 0.29 -0.962
C -4.83202 -21.11748 -11.35597 -0.74 0.85 -0.57 -0.779
C -4.87882 -23.04509 -12.88515 -0.96 0.61 -0.40 -0.737
C -10.61219 -25.20920 -7.68587 -1.25 -1.14 1.30 -0.646
C -15.37136 -20.62783 -13.84520 0.88 -0.50 0.12 -0.768
C -13.45050 -17.44299 -12.63381 -1.60 -0.47 -1.65 -0.361
C -8.08655 -14.93258 -13.03739 -0.67 -0.34 0.59 -0.604
C -3.86455 -20.28970 -12.20164 0.57 0.21 0.03 -0.632
C -13.95244 -20.46646 -13.28746 -1.75 -0.28 0.52 -0.383
C -6.77679 -18.96117 -5.58892 -0.83 0.21 0.41 -0.820
C -14.22748 -22.08279 -6.36954 1.64 -0.13 -0.43 -0.494
C -10.26449 -20.35413 -3.19077 -0.09 -0.11 -0.40 -0.537
C -9.24338 -20.86878 -15.44347 -0.22 1.13 0.43 -0.266
C -7.33780 -25.84108 -12.71624 0.41 -0.43 1.18 -0.780
C -13.03554 -16.61867 -14.81334 -2.18 0.55 0.11 -0.713
C -1.71741 -20.35405 -13.26299 -0.55 -1.07 0.13 -0.779
C -6.20968 -17.49530 -7.42103 -0.10 0.08 0.31 -0.800
C -5.73178 -24.25290 -13.32897 0.66 1.02 1.03 -0.754
C -14.44254 -18.39945 -11.96365 1.25 0.04 1.32 -1.078
C -10.38043 -19.30433 -4.26201 0.33 0.10 -0.14 -0.790
C -7.95186 -19.08438 -4.57510 0.59 -1.04 -0.18 -0.607
H -17.83757 -21.28978 -14.22742 0.24 0.38 -0.15 0.321
H -10.38818 -18.34381 -3.74677 0.43 0.30 -0.33 0.362
H -4.43782 -22.55037 -13.75053 -0.03 -0.34 -0.44 0.359
H -5.54917 -20.44532 -10.88479 0.14 0.26 0.20 0.378
H -9.12465 -20.66529 -16.50770 0.58 -0.87 -0.01 0.348
H -5.87928 -18.50764 -5.16835 -0.24 0.42 0.46 0.435
H -12.86442 -15.64460 -14.35506 0.86 0.09 0.02 0.316
H -9.78226 -22.09874 -14.16851 -0.42 -0.44 0.26 0.320
H -15.45668 -18.18657 -12.30175 0.10 -0.33 -0.36 0.310
H -9.85526 -20.01074 -15.16511 -0.53 -0.03 0.40 0.112
H -11.59257 -25.68334 -7.73221 -0.09 -0.33 0.48 0.296
H -15.21219 -21.19330 -14.76336 -0.43 -0.52 -0.18 0.437
H -12.45225 -17.87647 -12.69459 0.17 -0.04 0.15 0.286
H -13.22520 -19.98541 -11.44839 0.03 0.26 0.24 0.140
H -7.86469 -14.34895 -13.93085 0.26 -0.70 -0.25 0.260
H -7.80987 -25.73633 -13.69311 0.00 0.36 0.14 0.315
H -11.16304 -24.35798 -9.26607 0.10 0.33 -0.47 0.276
H -8.97219 -14.44164 -12.63401 -0.47 -0.24 0.02 0.270
H -8.36611 -20.76475 -14.80496 0.66 0.25 -0.68 0.005
H -14.29037 -21.38708 -5.53280 -0.81 0.43 -0.25 0.272
H -0.90159 -21.07684 -13.25233 0.25 0.46 -0.12 0.248
H -6.32185 -23.95596 -14.19601 -0.11 -0.40 -0.12 0.417
H -11.38015 -22.81479 -2.61376 -0.50 0.47 -0.75 0.354
H -13.41337 -16.44587 -12.19510 0.07 0.06 0.37 0.547
H -9.82816 -22.68952 -2.02212 0.67 0.82 0.00 0.373
H -2.09559 -20.27854 -14.28250 -0.08 0.11 -0.16 0.340
H -9.38196 -20.12677 -2.59282 0.10 -0.21 0.27 0.289
H -9.90846 -25.97075 -7.34985 0.19 0.18 -0.21 0.279
H -13.33003 -22.62815 -6.07754 0.44 -0.28 -0.26 0.083
H -1.40996 -19.36267 -12.93021 -0.03 -0.01 0.32 0.298
H -6.70254 -26.72674 -12.70380 0.47 0.10 -0.47 0.336
H -17.05040 -22.85983 -14.04534 0.50 -0.03 -0.22 0.310
H -11.32863 -19.34392 -4.79816 0.10 -0.36 -0.14 0.323
H -13.14656 -21.14509 -7.75810 0.15 0.03 0.03 0.268
H -13.65782 -16.38377 -15.67686 0.57 -0.16 -0.53 0.274
H -13.36112 -20.05008 -14.10299 0.36 0.80 0.20 0.176
H -4.31428 -21.65334 -10.56043 0.12 -0.18 -0.21 0.398
H -8.05214 -18.18634 -3.96556 -0.30 0.37 -0.57 0.433
H -3.99293 -23.37463 -12.34229 -0.40 0.20 0.69 0.450
H -10.70376 -24.42878 -6.93044 0.37 0.36 -0.13 0.259
H -7.68815 -19.82993 -3.82496 0.46 -0.21 -0.02 0.398
H -6.38957 -19.91249 -5.95381 -0.59 -0.29 -0.35 0.341
H -14.98286 -22.86839 -6.35170 -0.45 0.64 -0.37 0.299
H -14.44763 -18.12194 -10.90958 -0.12 -0.08 0.26 0.447
H -11.12640 -20.32669 -2.52409 -0.18 -0.31 -0.06 0.459
H -4.30421 -20.06119 -13.17250 -0.49 0.27 -0.13 0.375
H -13.55900 -21.47465 -13.15767 0.01 -0.05 0.33 0.468
H -5.47537 -18.23849 -7.73177 0.12 0.18 0.03 0.340
H -5.03778 -25.07712 -13.49371 -0.11 -0.04 -0.66 0.378
H -15.80852 -19.68794 -14.18225 -0.17 0.27 0.37 0.384
H -12.14700 -17.19976 -15.06017 0.04 0.04 0.18 0.206
H -5.79336 -16.67149 -6.84129 0.40 -0.25 0.20 0.324
H -10.02970 -23.62711 -3.41209 -0.21 0.18 -0.48 0.282
H -7.33378 -14.72578 -12.27668 0.46 -0.33 -0.17 0.242
H -8.04779 -26.11419 -11.93558 -0.44 0.51 -0.14 0.247
H -3.52976 -19.36058 -11.74040 -0.68 0.42 0.36 0.504
H -6.62130 -17.00832 -8.30507 -0.32 -0.36 -0.13 0.220
H -17.97208 -22.18384 -12.74171 -0.13 -0.06 0.02 0.255
H -8.29165 -16.83898 -12.47187 -0.09 0.02 0.22 0.272
H -9.24412 -20.52282 -5.25908 0.44 -0.27 -0.68 0.231
H -6.27992 -21.44509 -12.75482 0.00 -0.16 -0.33 0.032
```
Positions in Å, forces in eV/Å.

The value obtained for the strongest force on any atom is 5.541 eV/A. Its multiplicity is 11. The net charge is +1. The calculation puts the energy at -4735.24922 Eh. As for the gap between HOMO and LUMO (spin up / spin down): 4.3 / 4.3 eV.

- Among the records above, which one has the lowest energy?
  C22H61Mn2N3O14P

- What is the multiplicity in the second record?
  11

- energy of number 2 (C22H61Mn2N3O14P)?
  -4735.24922 Eh